[1]
97
Properties=species:S:1:pos:R:3 method="wB97M-V/def2-TZVPD" smiles="C=CCO[P@](=O)(OC[C@H](O)CN)OC[C@H](O)C(F)(F)F.CC(C)=O.CC(C)=O.CC(C)=O.CC(C)=O.CC(C)=O.CC(C)=O" homo_ev=-8.461 lumo_energy_ev=-0.013 de_lowest_kcal_mol=31.0 total_charge=0
C -0.98901 0.29281 0.01062
C -1.25169 -0.45977 -1.08800
C -2.43549 -0.05020 -1.85122
O -2.38430 -0.20779 -3.30635
P -1.50238 0.87288 -4.04745
O -1.42954 0.52502 -5.43465
O -0.03192 0.90146 -3.44262
C 0.40809 2.15255 -2.85357
C 1.82207 1.96516 -2.27705
O 2.03459 2.89819 -1.24486
C 2.87936 2.25103 -3.39002
N 3.43109 3.57673 -3.38393
O -2.11074 2.35114 -3.89677
C -3.52869 2.42904 -3.79747
C -3.87329 3.82439 -3.25561
O -3.05940 4.75620 -3.93072
C -3.64022 3.93914 -1.75155
F -4.75873 3.63624 -1.12029
F -3.34073 5.16379 -1.39445
F -2.67358 3.17618 -1.30360
H -1.09872 -0.07154 1.02749
H -0.72255 1.32771 -0.18392
H -0.59947 -1.26197 -1.39679
H -2.68319 0.97208 -1.54977
H -3.26311 -0.66186 -1.51756
H 0.47882 2.89251 -3.64408
H -0.24979 2.46024 -2.04519
H 1.86546 0.93654 -1.91380
H 1.29882 2.88756 -0.61237
H 2.39501 2.07861 -4.34518
H 3.65149 1.50947 -3.28558
H 2.73171 4.29178 -3.50576
H 4.00918 3.75116 -2.57882
H -3.97271 1.65687 -3.17546
H -4.00386 2.36268 -4.77032
H -4.88673 4.10687 -3.49931
H -2.20690 4.83885 -3.48753
C 2.20073 2.85408 3.44306
C 1.63478 2.55841 2.07742
C 2.27694 1.44857 1.28913
O 0.69861 3.18686 1.63015
H 1.64478 3.67226 3.89612
H 2.11636 1.97236 4.08058
H 3.24875 3.14382 3.35674
H 2.18994 0.50611 1.83327
H 3.32828 1.67324 1.10336
H 1.76365 1.35617 0.33704
C -3.00026 0.04288 3.94155
C -1.54654 -0.34940 4.02961
C -0.76526 0.17879 5.20452
O -1.03209 -1.05757 3.19008
H -3.44255 -0.40240 3.05247
H -3.53722 -0.31534 4.82108
H -3.08989 1.12828 3.87549
H -1.20264 -0.17215 6.14022
H -0.76458 1.27042 5.18853
H 0.26239 -0.17478 5.14711
C 0.66506 -3.22974 4.33575
C 1.70283 -4.03228 5.08102
C 1.37643 -5.47588 5.38067
O 2.75393 -3.54119 5.42413
H 1.02620 -2.21767 4.18833
H 0.47417 -3.67744 3.35980
H -0.26161 -3.19096 4.91097
H 1.21630 -6.02372 4.45099
H 0.47978 -5.53529 6.00050
H 2.20653 -5.92998 5.91792
C 1.17586 -1.27346 10.13255
C 0.57192 -1.57280 8.78252
C 1.19057 -2.69527 7.98815
O -0.36741 -0.93881 8.35680
H 0.63844 -0.44804 10.59409
H 1.09993 -2.14982 10.77788
H 2.22416 -0.99354 10.01874
H 1.11058 -3.63125 8.54452
H 2.23794 -2.47701 7.78062
H 0.66153 -2.79927 7.04700
C 3.78893 -2.44026 -5.49445
C 4.62018 -1.33545 -4.88857
C 6.02666 -1.68699 -4.46532
O 4.17904 -0.21933 -4.74887
H 2.80582 -2.05224 -5.75180
H 4.26892 -2.81583 -6.39948
H 3.67137 -3.25524 -4.77833
H 6.60118 -2.03057 -5.32681
H 6.00376 -2.47015 -3.70578
H 6.50929 -0.80551 -4.04894
C -4.40936 -1.95671 -5.16035
C -4.14633 -2.55919 -6.51807
C -3.50149 -1.65892 -7.54225
O -4.43657 -3.70635 -6.76914
H -4.87338 -2.70260 -4.51681
H -3.46836 -1.63837 -4.71247
H -5.08294 -1.10250 -5.25362
H -2.52833 -1.31948 -7.18188
H -4.13859 -0.79385 -7.73297
H -3.36601 -2.20941 -8.47107



[2]
153
Properties=species:S:1:pos:R:3 method="wB97M-V/def2-TZVPD" smiles=COC[C@H](C)N.COC[C@H](C)N.COC[C@H](C)N.COC[C@H](C)N.COC[C@H](C)N.COC[C@H](C)N.COC[C@H](C)N.COC[C@H](C)N.COC[C@H](C)N homo_ev=-8.566 lumo_energy_ev=0.480 de_lowest_kcal_mol=74.9 total_charge=0
C 14.48794 -3.18147 -11.59117
O 13.94898 -2.79973 -10.34101
C 13.50563 -3.90849 -9.56904
C 12.18532 -4.42149 -10.05550
C 11.00950 -3.50656 -9.77220
N 11.83474 -5.67537 -9.31441
H 13.67308 -3.42774 -12.27773
H 15.26242 -3.95241 -11.52887
H 14.97945 -2.29666 -12.00485
H 14.31097 -4.65652 -9.59287
H 13.44285 -3.57212 -8.53137
H 12.21930 -4.78384 -11.08951
H 11.08135 -2.51970 -10.23942
H 11.05130 -3.33101 -8.69252
H 10.01913 -3.89124 -10.01094
H 12.64180 -6.28083 -9.24465
H 11.04587 -6.14359 -9.73065
C 20.95946 -3.59613 -12.54433
O 19.92537 -4.52884 -12.28708
C 19.82791 -5.53160 -13.25579
C 18.53914 -6.33303 -13.10211
C 18.39915 -7.33305 -14.23147
N 17.37288 -5.40348 -13.07622
H 20.65246 -2.69015 -13.06464
H 21.80829 -4.08711 -13.03344
H 21.35584 -3.34581 -11.55525
H 19.87717 -5.12146 -14.28180
H 20.69671 -6.21148 -13.22782
H 18.63349 -6.86529 -12.15174
H 18.22895 -6.81853 -15.18252
H 17.56119 -7.98247 -13.97891
H 19.26092 -7.96669 -14.45824
H 17.65286 -4.61416 -13.64535
H 17.31750 -5.16326 -12.09410
C 20.52713 -9.86056 -6.59026
O 20.19066 -8.62504 -6.00506
C 19.22414 -8.71906 -4.98153
C 17.80770 -8.94287 -5.51013
C 17.50309 -8.09222 -6.75543
N 16.85326 -8.45346 -4.48355
H 20.87455 -9.62574 -7.59649
H 19.68077 -10.54892 -6.71314
H 21.28853 -10.40078 -6.01831
H 19.44494 -9.54770 -4.29985
H 19.20398 -7.74185 -4.50028
H 17.46648 -9.96960 -5.65086
H 18.20659 -8.29893 -7.57227
H 17.60815 -7.01480 -6.60352
H 16.47328 -8.27134 -7.06349
H 17.04775 -7.48998 -4.23501
H 15.88493 -8.48570 -4.77053
C 18.57157 -10.90418 -9.74059
O 17.29714 -11.47036 -9.71635
C 16.67014 -11.36478 -8.43435
C 15.23328 -11.88176 -8.59713
C 14.66860 -12.07672 -7.19246
N 15.23926 -13.19855 -9.31854
H 18.53523 -9.82459 -9.50276
H 19.01928 -10.98627 -10.73064
H 19.29459 -11.29931 -9.01133
H 17.20832 -12.01689 -7.73217
H 16.70459 -10.30500 -8.16600
H 14.69144 -11.16981 -9.21807
H 14.85635 -13.04993 -6.74616
H 13.58214 -11.93001 -7.21376
H 15.00781 -11.29072 -6.50529
H 15.65828 -13.85352 -8.65304
H 16.00621 -13.00083 -9.96154
C 10.72430 -7.74642 -3.61929
O 11.47734 -8.70489 -4.33503
C 11.29369 -8.61570 -5.72780
C 12.57081 -9.01017 -6.45403
C 13.67917 -7.98425 -6.37161
N 12.28220 -9.27076 -7.91391
H 11.03804 -6.73344 -3.88897
H 10.95653 -7.88977 -2.56668
H 9.65780 -7.88764 -3.81238
H 10.51311 -9.35991 -5.95985
H 10.94382 -7.65941 -6.14732
H 12.83135 -9.97009 -5.99309
H 13.78532 -7.66182 -5.33236
H 13.37994 -7.12245 -6.97334
H 14.62112 -8.37027 -6.75565
H 12.28524 -10.28968 -8.04605
H 11.25605 -9.20695 -7.96718
C 15.04178 -8.02647 -15.93731
O 15.61142 -8.79435 -16.98966
C 14.73682 -9.08589 -18.05922
C 15.49099 -9.92302 -19.04568
C 14.78933 -10.08460 -20.38507
N 15.85449 -11.23365 -18.47257
H 15.58939 -8.31094 -15.04117
H 13.96576 -8.19258 -15.85719
H 15.25360 -6.96625 -16.12311
H 13.83730 -9.60369 -17.70216
H 14.45599 -8.12744 -18.52953
H 16.42765 -9.44849 -19.35535
H 13.86169 -10.67622 -20.34657
H 15.35634 -10.72908 -21.06092
H 14.60035 -9.10437 -20.81843
H 16.22713 -11.03142 -17.54966
H 15.04093 -11.82947 -18.36979
C 9.90689 -4.53644 -14.00682
O 9.16086 -3.35758 -13.78884
C 7.82949 -3.63806 -13.42083
C 7.02142 -2.36244 -13.47625
C 7.53574 -1.29979 -12.50904
N 5.57701 -2.62460 -13.28330
H 9.42327 -5.14816 -14.77253
H 10.08721 -5.10370 -13.08395
H 10.89619 -4.21671 -14.33779
H 7.30459 -4.38599 -14.03502
H 7.84453 -4.05150 -12.39605
H 7.16136 -1.96427 -14.48469
H 7.91688 -1.72472 -11.57937
H 6.77661 -0.55300 -12.27687
H 8.32899 -0.74271 -13.01007
H 5.29824 -3.24040 -14.04907
H 5.50879 -3.26583 -12.48866
C 17.17412 -13.48867 -12.38893
O 15.86568 -13.08656 -12.03320
C 15.34389 -12.21830 -13.01656
C 13.81822 -12.23071 -12.93834
C 13.30785 -11.17025 -13.92011
N 13.45191 -11.81922 -11.53004
H 17.23792 -13.88536 -13.41452
H 17.33726 -14.41402 -11.82376
H 17.95373 -12.73690 -12.25322
H 15.72956 -11.19856 -12.91098
H 15.55551 -12.58916 -14.03016
H 13.40335 -13.22081 -13.11044
H 13.56856 -10.13681 -13.68130
H 12.21148 -11.16125 -13.84307
H 13.57579 -11.41106 -14.95428
H 12.70554 -11.13487 -11.69039
H 14.13565 -11.09284 -11.27294
C 13.12904 -6.44707 -13.20320
O 13.33169 -7.05890 -11.95274
C 14.68330 -7.47444 -11.85534
C 14.88186 -8.06110 -10.46418
C 16.31267 -8.46135 -10.22201
N 14.02416 -9.29053 -10.39717
H 13.75766 -5.57054 -13.38163
H 12.07520 -6.16226 -13.21397
H 13.24005 -7.11742 -14.06434
H 14.90432 -8.22220 -12.63008
H 15.39298 -6.64659 -11.97110
H 14.51943 -7.30589 -9.75241
H 17.10151 -7.74378 -10.44719
H 16.51316 -9.49501 -10.54078
H 16.52935 -8.72510 -9.16424
H 13.72791 -9.27760 -9.41463
H 13.15679 -9.02173 -10.86450



[3]
7
Properties=species:S:1:pos:R:3 method="wB97M-V/def2-TZVPD" homo_ev=-15.904 lumo_energy_ev=-6.960 de_lowest_kcal_mol=81.5 total_charge=+1
C 1.09858 0.21300 -0.06283
N 1.55216 -1.03126 -0.02615
N -0.71461 0.74877 0.26320
S 2.66865 0.46238 0.10118
H 1.50696 -1.72915 0.70059
H -1.19036 -0.11018 0.13139
H -0.77877 1.51904 -0.34802



[4]
8
Properties=species:S:1:pos:R:3 method="wB97M-V/def2-TZVPD" spin_multiplicity=2 homo_ev="-9.946 / -9.832" lumo_energy_ev="0.765 / -3.544" de_lowest_kcal_mol=45.9 total_charge=0
O 1.86128 -0.00160 -0.75273
H 0.96098 -0.37105 0.03604
C -0.97357 0.22728 0.45926
O 0.02317 -0.73129 0.78424
H -1.20022 0.92345 1.16807
H -1.89298 -0.22997 0.19960
H -0.69776 0.88266 -0.55749
H 1.91911 -0.69947 -1.33699



[5]
103
Properties=species:S:1:pos:R:3 method="wB97M-V/def2-TZVPD" homo_ev=-1.829 lumo_energy_ev=3.312 de_lowest_kcal_mol=0.0 total_charge=-2
Cs -0.65193 0.11827 0.23550
C -2.61511 2.98449 -0.12191
N -1.82803 2.38241 -1.17685
C -0.68560 3.21571 -1.56804
C 0.68029 2.76968 -1.02986
N 1.17521 1.66002 -1.81071
C 2.47211 1.52270 -2.01477
C 2.90215 0.63566 -3.06542
F 1.95843 0.10497 -3.86541
C 4.20972 0.36269 -3.35911
F 4.52231 -0.46460 -4.38345
C 5.25172 0.93847 -2.63909
F 6.54174 0.59103 -2.88633
C 4.91175 1.79791 -1.61842
F 5.88329 2.33719 -0.85067
C 3.59010 2.08520 -1.33077
F 3.39677 2.88475 -0.23692
C -2.63941 1.88928 -2.28517
C -1.99399 0.75273 -3.09153
N -2.44651 -0.52666 -2.55047
C -2.45424 -1.58568 -3.32880
C -1.84267 -1.81447 -4.60484
F -0.99637 -0.88248 -5.12817
C -1.93627 -3.00166 -5.30697
F -1.28060 -3.12059 -6.48355
C -2.64956 -4.08131 -4.82738
F -2.76876 -5.23482 -5.53480
C -3.27600 -3.92177 -3.59689
F -4.02458 -4.93873 -3.10462
C -3.18372 -2.74838 -2.89787
F -3.86840 -2.66736 -1.73235
H -3.12598 3.91042 -0.44678
H -3.38087 2.28281 0.21820
H -1.99422 3.22506 0.74499
H -0.61392 3.22629 -2.65960
H -0.88165 4.25079 -1.24689
H 1.33746 3.64569 -1.03499
H 0.54327 2.50876 0.03735
H -3.56192 1.48544 -1.86122
H -2.93406 2.73339 -2.93848
H -2.29124 0.87970 -4.14144
H -0.90298 0.88304 -3.04066
N 0.69911 -2.44576 -2.82581
C 1.78984 -2.43634 -2.04010
N 2.98420 -2.58845 -2.62003
C 4.00927 -2.53863 -1.78142
N 5.26510 -2.63958 -2.31189
N 3.92912 -2.39407 -0.45002
C 2.69005 -2.28666 0.00722
N 1.58088 -2.30445 -0.71668
C 2.53281 -2.10832 1.48725
C 3.62237 -2.23881 2.34191
C 3.42409 -2.01128 3.69234
C 2.15973 -1.65553 4.13972
C 1.13445 -1.56000 3.21013
N 1.31580 -1.79011 1.91406
H 0.84918 -2.25062 -3.80201
H -0.15245 -2.06862 -2.43106
H 5.31633 -2.38318 -3.28540
H 5.97816 -2.22799 -1.72981
H 4.59098 -2.47490 1.92816
H 4.25101 -2.08965 4.38759
H 1.96699 -1.44596 5.18356
H 0.13654 -1.24760 3.50059
N -5.17256 -2.37416 1.83994
C -5.60504 -1.17441 2.36924
C -6.83185 -0.73635 2.85510
C -6.87665 0.55886 3.34140
C -5.74089 1.38445 3.35119
C -4.52270 0.94564 2.86601
C -4.46907 -0.35325 2.36274
N -3.39494 -1.02848 1.81603
C -3.84228 -2.21425 1.52545
C -3.02823 -3.28372 0.94846
C -3.43161 -4.54594 0.63327
S -2.13606 -5.39191 -0.08917
C -1.13611 -4.01339 0.11987
N -1.72003 -2.99785 0.66497
H -5.73936 -3.16936 1.60963
H -7.71074 -1.36914 2.85250
H -7.81176 0.94565 3.72777
H -5.82198 2.38754 3.74966
H -3.63048 1.56240 2.87622
H -4.41318 -4.97798 0.73089
H -0.10221 -3.98408 -0.19485
O -1.13410 3.46776 3.46090
C -0.38467 2.58964 3.01046
O -0.67026 1.45988 2.55206
C 1.12008 2.91715 3.00071
C 2.04055 2.04498 2.42644
C 3.38375 2.37061 2.48659
C 3.85921 3.52249 3.07825
C 2.91128 4.37063 3.61755
C 1.55675 4.09516 3.58966
N 3.38052 5.61484 4.25775
O 2.54623 6.37766 4.70584
O 4.58196 5.81957 4.29515
N 4.37730 1.44999 1.89872
O 3.97006 0.57136 1.17033
O 5.55249 1.62966 2.17548
H 1.69056 1.13066 1.96530
H 4.91285 3.74498 3.10558
H 0.82188 4.76314 4.01372



[6]
19
Properties=species:S:1:pos:R:3 method="wB97M-V/def2-TZVPD" homo_ev=-8.455 lumo_energy_ev=-0.321 de_lowest_kcal_mol=92.4 total_charge=0
C -1.43976 0.18555 -0.93160
C -0.57122 -1.04751 -0.90929
C -0.46865 1.20836 1.18161
C 1.01196 0.35466 0.45749
C 0.47534 -1.02079 0.17501
C 0.85549 -2.07498 0.88143
O 1.19108 1.07329 -1.15793
O -1.17472 1.17739 -1.66142
O 2.00736 0.58690 1.10930
H 1.77162 1.81863 -0.95822
H 0.05266 1.31050 -1.61076
H -2.44957 0.10716 -0.52137
H -1.21013 -1.92594 -0.80759
H -0.05011 -1.08144 -1.87319
H -0.09087 1.18031 2.19957
H -0.36710 2.19836 0.74401
H -1.52778 0.96147 1.25896
H 1.58076 -1.96378 1.67732
H 0.40364 -3.04812 0.74667



[7]
99
Properties=species:S:1:pos:R:3 method="wB97M-V/def2-TZVPD" smiles="O=S1(=O)CCCC1.O=S1(=O)CCCC1.O=S1(=O)CCCC1.O=S1(=O)CCCC1.O=S1(=O)CCCC1.Fc1ccccc1.Fc1ccccc1" homo_ev=-8.793 lumo_energy_ev=0.179 de_lowest_kcal_mol=112.9 total_charge=0
O 0.94664 5.19661 -3.61902
S 0.41764 4.76861 -2.33902
O 0.66264 3.45161 -1.98702
C 1.10464 5.83561 -1.09302
C 0.00764 6.95361 -1.07702
C -1.34636 6.32861 -1.21302
C -1.31636 5.35361 -2.16102
H 2.10364 6.22961 -1.04402
H 1.21964 5.20161 -0.30202
H -0.01836 7.55361 -0.22702
H 0.07864 7.56461 -2.00702
H -2.28836 7.04361 -1.60202
H -1.60836 5.84061 -0.35502
H -1.63836 5.50961 -3.20802
H -1.93736 4.40961 -1.97902
O -0.08436 -2.23139 -1.40602
S 1.16864 -1.84639 -1.95202
O 1.25564 -0.83339 -2.92802
C 2.11464 -1.36239 -0.54402
C 3.05664 -2.66139 -0.37402
C 3.28764 -3.18339 -1.68302
C 2.14464 -3.16839 -2.42202
H 1.49864 -1.29439 0.42298
H 2.47964 -0.51039 -0.77802
H 3.80264 -2.54339 0.12498
H 2.61864 -3.58139 0.07598
H 3.64464 -4.29039 -1.61702
H 4.00264 -2.61439 -2.12802
H 1.46164 -3.96839 -2.12202
H 2.36064 -3.05439 -3.47502
O 0.02964 -6.65939 -0.93602
S -0.64636 -5.90239 0.05598
O -0.06036 -4.86439 0.74898
C -2.14136 -5.24839 -0.72602
C -3.27936 -5.83839 0.14998
C -2.70036 -6.30839 1.51498
C -1.55336 -7.00939 1.21698
H -2.38136 -5.71439 -1.74702
H -2.05036 -4.03439 -0.67602
H -4.15336 -5.17039 0.39998
H -3.55236 -6.74339 -0.35202
H -3.48136 -6.79939 2.04698
H -2.55336 -5.44039 2.06498
H -1.87536 -7.98339 0.60798
H -1.20336 -7.14139 1.99098
O -2.09836 3.28761 0.78598
S -1.64836 2.04061 1.19298
O -0.40336 1.81361 2.07598
C -3.03436 1.27161 1.96798
C -3.31036 -0.01939 1.23998
C -2.01836 -0.35839 0.39098
C -1.61436 0.89261 -0.14102
H -3.69836 1.97761 2.06898
H -2.91736 1.02661 2.91698
H -3.59136 -0.96439 1.79398
H -4.26936 0.06361 0.55998
H -2.04636 -1.04839 -0.48402
H -1.43136 -0.98239 1.10098
H -2.19436 1.04661 -0.75202
H -0.64736 0.71661 -0.33102
O 5.98964 3.43861 1.08798
S 4.76764 3.69961 1.74398
O 4.30464 5.01861 1.89098
C 3.34964 2.88861 1.07098
C 3.12564 1.81961 2.00798
C 3.61964 2.36061 3.49598
C 4.86864 2.93861 3.36498
H 3.50464 2.47461 0.08598
H 2.50264 3.55061 0.81398
H 2.10464 1.43761 2.21098
H 3.81264 0.92261 1.75098
H 3.57464 1.55361 4.16498
H 2.85164 3.03661 3.82998
H 5.66464 2.27561 3.25598
H 4.92664 3.75061 3.96498
F -1.74836 1.95661 -7.40602
C -1.79136 1.26661 -6.20702
C -2.74636 0.28661 -5.97102
C -2.77136 -0.37339 -4.75202
C -1.83036 0.10761 -3.76702
C -0.77136 0.97361 -3.98102
C -0.79936 1.60461 -5.27302
H -3.58936 0.25361 -6.61602
H -3.57436 -1.07939 -4.47702
H -2.11036 -0.39339 -2.74902
H -0.12636 1.45761 -3.18402
H -0.01236 2.15561 -5.32202
F 0.60164 -0.03039 6.18898
C 0.24364 -0.73539 5.06098
C 1.26364 -1.39639 4.26998
C 0.86964 -2.28639 3.31498
C -0.59036 -2.46339 2.97898
C -1.58436 -1.75939 3.77298
C -1.13536 -0.93439 4.80098
H 2.13964 -1.35239 4.30098
H 1.65364 -2.66439 2.71598
H -0.75936 -3.29739 2.44898
H -2.70036 -1.87639 3.84098
H -1.77236 -0.58939 5.54098